1.
The following is a quantum chemistry calculation of C30H34AsMnN5O2P2Se2 as an isolated structure at a distorted geometry, from the OMol25 dataset.

```
! RIJCOSX wB97M-V def2-TZVPD def2/J DEFGRID3
* xyz 0 6
Se -4.8009 -5.2177 -0.7101
Se -1.3269 1.0239 1.8209
As -0.2061 1.9112 -2.3711
Mn 0.0000 0.0000 0.0000
P -4.4789 -3.7217 0.7001
P -2.8036 -0.4524 1.9094
O -1.0090 0.9747 -1.2833
O 1.0094 -0.9751 1.2837
N -0.6992 -0.8051 2.7481
N 1.1898 -1.8920 3.3378
N -1.2423 -1.5067 -0.1676
N -2.2166 -3.3183 -0.8802
N -1.1926 -2.4985 -1.0403
C -1.9188 -0.6884 4.6180
C -8.2980 -1.0896 0.4124
C -6.8578 -2.5437 1.7080
C -3.9135 -1.9228 4.0475
C -6.2827 -1.9924 -0.5797
C -2.3377 -1.6838 0.5951
C -4.3312 0.4574 1.4176
C -4.4090 1.0201 0.1351
C -5.9872 -2.6652 0.6144
C -4.2060 -4.6551 2.2678
C -2.7584 -5.3238 4.0998
C -8.0092 -1.7570 1.6056
C -7.4342 -1.2065 -0.6796
C 0.9513 0.6587 -3.3506
C -5.5478 1.7301 -0.2560
C -5.4059 0.6163 2.3058
C -1.6195 2.7153 -3.4774
C -3.7893 -6.1015 4.6337
C -2.9638 -4.6040 2.9189
C -5.2330 -5.4459 2.8026
C -4.0021 -2.3951 5.3595
C -6.5423 1.3303 1.9131
C 0.5322 -1.2083 2.3825
C -2.0040 -1.1632 5.9312
C -2.9556 -2.8464 0.1398
C -2.8746 -1.0717 3.6593
C -3.0447 -2.0174 6.3020
C -5.0254 -6.1638 3.9844
C 0.7815 3.2131 -1.2769
C -6.6139 1.8864 0.6331
H -2.1552 -4.0079 2.5181
H -3.6294 -6.6578 5.5481
H -5.8222 -6.7698 4.3958
H -5.3709 0.2027 3.3021
H -2.2006 1.9123 -3.9754
H -7.3684 1.4523 2.6016
H -1.0949 -0.9958 3.6528
H -2.2940 3.3174 -2.8347
H -6.1928 -5.5049 2.3055
H -3.5873 0.9087 -0.5607
H -7.6572 -0.6889 -1.6034
H -5.6222 -2.0798 -1.4330
H -9.1895 -0.4810 0.3345
H -1.1583 3.3694 -4.2453
H 1.3563 3.8908 -1.9407
H -4.6600 -2.2116 3.3321
H 0.3254 -0.1086 -3.8509
H -1.1021 -0.0301 4.3646
H -1.2402 -0.2865 2.0700
H -3.1107 -2.3834 7.3183
H 1.6462 0.1653 -2.6405
H -1.8002 -5.2779 4.6009
H -8.6791 -1.6668 2.4508
H 2.1203 -2.2201 3.1191
H -4.8129 -3.0536 5.6435
H -5.6028 2.1606 -1.2474
H -6.6601 -3.0590 2.6360
H 1.1177 1.3134 0.1187
H -1.2627 -0.8674 6.6622
H 1.4793 2.6754 -0.6027
H -7.4952 2.4368 0.3305
H 0.7991 -2.0857 4.2441
H 0.0652 3.8067 -0.6725
H 1.5342 1.2155 -4.1125
*
```

Total energy, eV: -284623.815
E_LUMO (spin up / spin down), hartree: -0.022 / -0.010
HOMO (spin up / spin down), eV: -3.97 / -6.49
Orbital gap (spin up / spin down), eV: 3.372 / 6.223

2.
The following is a quantum chemistry calculation of C30H34AuNO7S2 as an isolated structure at a distorted geometry, from the OMol25 dataset.

```
! RIJCOSX wB97M-V def2-TZVPD def2/J DEFGRID3
* xyz -2 3
Au -0.3902 1.2368 1.4113
S 0.2678 -0.5308 5.4019
S 1.9564 -0.6829 1.6985
O 0.4331 -1.4080 6.5345
O -2.9825 -2.8639 -5.3473
O -0.9942 0.1638 5.2379
O -2.0446 -4.8147 -6.0110
O 0.6410 -4.4764 -7.1464
O -0.8049 -3.0984 -8.1011
O 0.6953 -2.3367 -1.9286
N 0.7478 -1.2150 3.9764
C -1.9773 -0.0711 2.0352
C 2.3799 0.4412 4.1861
C 0.7213 -1.5098 -4.2139
C -1.9936 -3.5283 -5.6081
C -3.3705 -5.3253 -6.1154
C -0.0026 3.1872 0.3292
C 2.7652 2.6923 5.7866
C 1.3500 -2.9257 -4.1283
C -2.7929 0.1688 0.8297
C 0.0969 -1.3696 -2.8093
C -0.3347 2.9339 -1.0454
C 1.6611 -4.4984 -2.0986
C -0.3082 -1.5468 -5.3506
C -0.1794 -3.5874 -7.0093
C -2.5277 -0.8519 -0.1001
C -1.2228 -1.3063 1.7500
C 1.6052 0.6502 5.3303
C 1.5627 1.7002 -0.5914
C 3.3673 1.3634 3.8360
C 1.2487 2.4354 0.6119
C 3.0791 -2.4721 -2.4035
C 1.7264 -0.5620 3.3454
C 0.5929 2.0095 -1.5748
C 1.6942 -3.0683 -2.6407
C 1.7654 1.7705 6.1327
C 0.2161 -3.8556 -4.5468
C -1.5484 -1.7442 0.4574
C 3.5688 2.4788 4.6525
C -0.5583 -3.0680 -5.6164
C -1.7877 -2.0280 -8.1382
H 2.4369 1.0648 -0.7308
H -0.3788 4.0068 0.9395
H -3.0228 -0.9862 -1.0648
H -3.8518 -5.3639 -5.1312
H 1.9073 2.6207 1.4575
H -2.7947 -2.4422 -7.9834
H 1.1087 1.9149 6.9869
H 2.1949 -5.1786 -2.7642
H -3.5066 0.9827 0.7167
H -1.2621 -1.0734 -5.0870
H 3.1947 -1.4909 -2.8811
H 0.2691 -0.3778 -2.3541
H -1.1660 -2.6344 -0.0359
H 0.5371 -4.8096 -4.9766
H 2.1656 -4.4891 -1.1242
H 0.1047 -1.0817 -6.2584
H -2.1860 0.2850 3.0438
H -0.9948 -1.5487 -2.8234
H -1.5912 -1.2200 -7.4159
H 2.9098 3.5879 6.3917
H -3.9645 -4.6905 -6.7819
H -0.6037 -1.8180 2.4838
H 4.3461 3.1964 4.3932
H 0.6344 1.6786 -2.6144
H -0.4472 -4.0299 -3.6889
H -1.7010 -1.6444 -9.1592
H 3.8544 -3.1400 -2.8086
H -3.2496 -6.3217 -6.5329
H 3.2378 -2.3759 -1.3245
H 3.9426 1.1813 2.9270
H 0.6305 -4.8310 -1.9407
H 2.1958 -3.0725 -4.8160
H 1.4676 -0.7146 -4.3760
H -1.1191 3.4334 -1.6091
*
```

Total energy, eV: -72842.984
ΔE to the lowest compared entry with this formula, charge and spin, eV: 0.308
E_LUMO (spin up / spin down), hartree: 0.125 / 0.125
HOMO (spin up / spin down), eV: 0.87 / -0.80
Orbital gap (spin up / spin down), eV: 2.534 / 4.195

3.
The following is a quantum chemistry calculation of C30H34BN8O2Ti as an isolated structure at a distorted geometry, from the OMol25 dataset.

```
! RIJCOSX wB97M-V def2-TZVPD def2/J DEFGRID3
* xyz 1 3
Ti 0.1041 -0.2153 0.1850
O -0.5775 0.1225 3.1304
O -2.5228 -0.0948 1.9887
N 1.7717 -0.4933 -1.2162
N -0.7728 0.4820 -1.5445
N -1.1541 -1.8705 -0.1570
N -4.7144 -0.4879 0.3711
N 1.1392 1.4625 0.3536
N -3.5220 -2.3871 -0.3013
N -5.7836 -2.3602 -0.4607
N 1.4006 -1.5445 1.1166
C -0.1443 -0.0872 -2.6073
C 2.4543 1.4568 0.0288
C -1.5304 -0.3387 3.9824
C -0.8190 -0.6752 -3.6519
C 0.6271 2.6105 0.8550
C -1.1943 -3.0766 7.1291
C -1.8359 -0.9275 8.2667
C 1.6029 -1.8160 2.4210
C -1.3912 -0.7583 5.2847
C 2.9341 0.1974 -0.6671
C -4.6460 -1.7406 -0.1068
C -2.8622 0.0100 -2.6232
C -3.5545 -2.6698 7.7896
C 2.7736 3.6646 0.9095
C 1.8662 -1.9438 -1.2100
C 1.9156 -2.4167 0.2194
C -2.2166 -0.6637 -3.6565
C 1.3560 0.0194 -2.5155
C 2.6270 -3.9252 1.9387
C 3.2909 2.5227 0.3019
C -2.7319 -0.4785 3.2854
C -2.3140 -2.0234 -0.1866
C 2.2059 -2.9747 2.8660
C -2.1222 0.5601 -1.5996
C -3.6834 -1.4832 5.1950
C 1.4005 3.7089 1.1497
C 2.5058 -3.6087 0.5886
C -3.8384 -1.0317 3.8906
C -2.4827 -1.3788 5.8932
C -2.2843 -2.0007 7.2648
B -1.1417 0.2111 1.8550
H 2.7523 -2.2936 -1.7651
H -5.6128 -0.0767 0.5666
H -0.4477 -0.6352 5.7923
H -5.7367 -3.2972 -0.8188
H -2.5932 1.1099 -0.7885
H -4.3422 -1.9419 7.9571
H -1.0096 -3.5429 8.0935
H 1.2806 -1.0538 3.1193
H -3.9108 -3.4248 7.0951
H -3.9013 -0.1319 0.8809
H 1.8601 -0.4992 -3.3440
H -2.7747 -1.1281 -4.4511
H 4.3391 2.4650 0.0469
H 3.4086 4.4969 1.1646
H 0.9442 4.5905 1.5699
H -1.5068 -3.8450 6.4236
H -0.2676 -1.1415 -4.4545
H -4.5345 -1.9532 5.6568
H -0.2611 -2.6502 6.7701
H -0.4482 2.6169 1.0148
H 3.0658 -4.8582 2.2515
H 3.4378 -0.4426 0.0688
H -3.9361 0.0947 -2.6170
H -2.5364 -0.0946 8.2737
H -1.7935 -1.3457 9.2699
H 1.6130 1.0837 -2.5675
H 3.6701 0.4368 -1.4514
H -4.7797 -1.1444 3.3725
H 2.8706 -4.2862 -0.1661
H -6.6835 -1.9494 -0.2768
H -3.3441 -3.1613 8.7341
H -0.8489 -0.5441 8.0201
H 2.3570 -3.1347 3.9222
H 0.9662 -2.3455 -1.6965
*
```

Total energy, eV: -71467.136
E_LUMO (spin up / spin down), hartree: -0.092 / -0.081
HOMO (spin up / spin down), eV: -7.38 / -10.02
Orbital gap (spin up / spin down), eV: 4.862 / 7.808